[1]
ORCA calculation (ωB97M-V with the def2-TZVPD basis set) on a molecular structure, C12H4O10V at a distorted geometry.

Energy above the lowest of the compared OMol25 structures with the same formula, charge and spin: 0.00 kcal/mol
Total charge: -3
Lowest unoccupied orbital energy: 6.924 eV

Positions of all 27 atoms, in Å:
O1 8.81 -17.15 8.75
V1 10.32 -17.14 8.32
O2 11.07 -18.33 9.05
C1 13.06 -14.22 8.63
C2 11.81 -14.39 9.11
C3 11.04 -13.19 9.70
O3 10.01 -13.43 10.33
C4 11.60 -11.90 9.53
C5 12.87 -11.68 8.98
C6 13.67 -12.91 8.53
O4 14.79 -12.77 8.04
O5 13.37 -10.55 8.82
O6 11.21 -15.54 9.16
H1 13.65 -15.09 8.36
H2 10.98 -11.10 9.92
C7 9.85 -14.53 4.44
C8 10.98 -14.34 3.61
C9 12.20 -15.23 3.90
O7 13.26 -15.01 3.33
C10 12.09 -16.31 4.85
C11 10.95 -16.52 5.55
C12 9.80 -15.52 5.44
O8 8.87 -15.68 6.25
O9 10.74 -17.51 6.39
O10 11.08 -13.45 2.75
H3 8.97 -13.92 4.27
H4 12.97 -16.91 5.05

---

[2]
ORCA calculation (ωB97M-V with the def2-TZVPD basis set) on a molecular structure, C12H6CrF2NS3.

Total charge: -1
Multiplicity: 5
Lowest unoccupied orbital energy (spin up / spin down): 2.494 / 2.359 eV

Positions of all 25 atoms, in Å:
Cr1 -0.03 -0.03 0.62
S1 0.57 3.99 2.51
C1 0.29 2.55 1.76
S2 -0.94 1.42 2.32
S3 1.18 2.01 0.35
F1 4.83 -2.57 -0.05
C2 3.47 -2.64 -0.03
C3 2.74 -1.49 0.15
C4 1.34 -1.55 0.16
C5 0.73 -2.81 -0.02
C6 1.53 -3.94 -0.20
F2 0.98 -5.18 -0.36
C7 2.91 -3.89 -0.21
C8 -0.76 -2.85 0.00
C9 -1.56 -3.96 -0.24
C10 -2.94 -3.83 -0.22
C11 -3.52 -2.59 0.05
C12 -2.67 -1.53 0.30
N1 -1.34 -1.66 0.28
H1 3.25 -0.55 0.28
H2 3.50 -4.78 -0.34
H3 -1.11 -4.92 -0.45
H4 -3.56 -4.69 -0.41
H5 -4.59 -2.45 0.08
H6 -3.04 -0.55 0.56

---

[3]
ORCA calculation (ωB97M-V with the def2-TZVPD basis set) on 2 unconnected molecules or ions with the total composition C12H6F3N4O5 at a distorted geometry.

Energy above the lowest of the compared OMol25 structures with the same formula, charge and spin: 20.60 kcal/mol
Total charge: -1
Lowest unoccupied orbital energy: 0.272 eV

Positions of all 30 atoms, in Å:
F1 -2.34 4.78 1.08
C1 -3.29 3.83 1.03
F2 -4.14 3.97 2.07
F3 -3.97 3.92 -0.13
C2 -2.64 2.47 1.11
C3 -3.35 1.36 1.56
C4 -2.78 0.12 1.60
C5 -1.43 -0.06 1.17
O1 -0.89 -1.17 1.19
C6 -0.72 1.09 0.71
C7 -1.32 2.31 0.69
H1 -4.37 1.51 1.88
H2 -3.32 -0.74 1.94
H3 0.30 0.96 0.40
H4 -0.78 3.18 0.34
O2 -0.62 -1.39 -2.43
N1 -0.12 -2.39 -1.91
C8 1.22 -2.29 -1.37
C9 1.88 -1.10 -1.40
C10 3.19 -1.13 -0.95
N2 4.21 -0.21 -0.81
O3 4.08 0.99 -1.14
O4 5.33 -0.75 -0.29
N3 5.04 -2.03 -0.11
C11 3.78 -2.30 -0.49
N4 3.12 -3.48 -0.44
C12 1.89 -3.43 -0.87
O5 -0.70 -3.48 -1.86
H5 1.42 -0.19 -1.74
H6 1.32 -4.35 -0.84

---

[4]
ORCA calculation (ωB97M-V with the def2-TZVPD basis set) on a molecular structure, C12H6F3NO4Sn.

Total charge: 0
Lowest unoccupied orbital energy: -0.896 eV

Positions of all 27 atoms, in Å:
Sn1 -2.50 0.87 -0.75
O1 0.01 4.05 0.00
C1 -0.49 2.97 -0.22
O2 -1.77 2.73 -0.36
C2 0.42 1.78 -0.49
C3 1.80 1.87 -0.22
C4 2.57 0.76 -0.42
C5 1.98 -0.43 -0.91
C6 2.73 -1.61 -1.15
C7 2.11 -2.73 -1.63
C8 0.72 -2.71 -1.91
C9 -0.02 -1.59 -1.69
C10 0.60 -0.42 -1.18
N1 -0.14 0.70 -0.96
H1 2.19 2.80 0.16
H2 3.63 0.78 -0.20
H3 3.79 -1.61 -0.94
H4 2.68 -3.63 -1.81
H5 0.25 -3.60 -2.29
H6 -1.08 -1.57 -1.91
F1 -1.68 0.31 3.91
C11 -2.81 -0.08 3.30
F2 -3.84 0.44 3.96
F3 -2.88 -1.42 3.38
C12 -2.79 0.35 1.82
O3 -3.73 0.99 1.34
O4 -1.77 0.00 1.15

---

[5]
ORCA calculation (ωB97M-V with the def2-TZVPD basis set) on a molecular structure, C12H6NO5Re at a distorted geometry.

Energy above the lowest of the compared OMol25 structures with the same formula, charge and spin: 36.19 kcal/mol
Total charge: +3
Multiplicity: 4
Lowest unoccupied orbital energy (spin up / spin down): -11.735 / -15.119 eV

Positions of all 25 atoms, in Å:
O1 -0.07 2.18 -2.40
C1 -0.03 1.22 -1.74
Re1 0.01 -0.27 -0.36
O2 0.01 2.11 1.79
C2 0.01 1.26 0.99
C3 -0.08 -2.25 -0.85
O3 -0.13 -3.34 -1.19
C4 2.01 -0.26 -0.21
O4 3.17 -0.25 -0.12
C5 -2.00 -0.23 -0.24
O5 -3.16 -0.23 -0.15
H1 0.22 -0.10 -2.08
N1 0.00 -1.34 1.62
C6 0.03 -1.40 2.78
C7 0.05 -1.55 4.20
C8 -0.19 -2.81 4.77
C9 -0.17 -2.96 6.16
C10 0.10 -1.85 6.97
C11 0.35 -0.59 6.40
C12 0.32 -0.44 5.02
H2 -0.40 -3.66 4.12
H3 -0.36 -3.94 6.60
H4 0.12 -1.96 8.06
H5 0.56 0.28 7.03
H6 0.51 0.53 4.55

---

[6]
ORCA calculation (ωB97M-V with the def2-TZVPD basis set) on a molecular structure, C12H7Cl3NNbO2Se4 at a distorted geometry.

Total charge: +2
Lowest unoccupied orbital energy: -8.591 eV

Positions of all 30 atoms, in Å:
Nb1 -0.18 -1.03 -1.52
Cl1 4.06 -0.89 4.74
C1 3.00 -0.88 3.43
C2 1.63 -0.87 3.71
C3 0.75 -0.85 2.62
Cl2 -0.97 -0.84 2.74
C4 1.28 -0.80 1.31
O1 0.40 -0.62 0.31
C5 2.68 -0.86 1.02
C6 3.01 -1.00 -0.40
O2 2.19 -1.16 -1.37
C7 3.56 -0.86 2.14
H1 1.26 -0.89 4.72
H2 4.07 -1.01 -0.70
H3 4.64 -0.88 2.05
Se1 0.50 -1.00 -3.85
Se2 -1.85 -1.53 -3.67
Se3 -1.91 -3.73 -2.89
Se4 -0.98 -3.26 -0.75
Cl3 -5.41 1.76 -0.77
C8 -3.67 1.84 -1.05
C9 -3.03 3.11 -1.19
C10 -1.66 3.14 -1.41
C11 -0.96 1.96 -1.49
N1 -1.53 0.74 -1.26
C12 -2.88 0.69 -1.10
H4 -3.63 4.01 -1.15
H5 -1.13 4.08 -1.51
H6 0.10 1.93 -1.72
H7 -3.32 -0.29 -0.99